<A>
9
Properties=species:S:1:pos:R:3 method="wB97M-V/def2-TZVPD" homo_ev=-9.361
C 1.407 -0.138 0.356
C 1.229 -0.835 -0.758
Si -0.293 3.757 -0.165
Br 0.298 3.395 -2.451
H 0.939 0.831 0.555
H 2.025 -0.520 1.123
H 1.720 -1.772 -0.870
H 0.642 -0.321 -1.477
H -0.133 2.187 0.128

<B>
9
Properties=species:S:1:pos:R:3 method="wB97M-V/def2-TZVPD" homo_ev="-9.447 / -8.154"
C -0.350 1.570 -1.357
C 0.544 0.726 -0.868
Si -0.300 -1.507 1.528
Br 2.464 0.938 -1.121
H -0.238 2.429 -1.996
H -1.400 1.513 -1.254
H -1.556 -2.292 1.373
H 0.982 -2.102 0.753
H -0.146 -1.274 2.943

Verdict on stability: <B> comes out at the bottom.

<A>
14
Properties=species:S:1:pos:R:3 method="wB97M-V/def2-TZVPD" homo_ev=-11.590 smiles=CC(CF)CF
C -1.029 -0.547 0.925
C -0.140 0.396 0.101
C -0.284 0.360 -1.400
F 0.424 -0.780 -1.827
C 1.272 0.039 0.318
F 1.699 0.397 1.656
H -0.464 -0.730 1.881
H -1.486 -1.367 0.453
H -1.911 -0.062 1.328
H -0.410 1.485 0.434
H 0.297 1.089 -2.079
H -1.389 0.330 -1.801
H 1.355 -1.092 0.383
H 2.066 0.482 -0.371

<B>
14
Properties=species:S:1:pos:R:3 method="wB97M-V/def2-TZVPD" homo_ev=-11.037 smiles=CC(C)C(F)F
C 1.397 -0.546 -0.237
C -0.077 0.028 -0.489
C -1.108 -0.940 0.437
C -0.375 1.405 -0.002
F -0.050 1.455 1.281
F 0.478 2.220 -0.707
H 1.400 -1.362 0.466
H 1.796 -0.916 -1.143
H 2.081 0.215 0.219
H -0.306 -0.180 -1.532
H -0.813 -2.025 0.331
H -2.042 -0.620 0.118
H -1.119 -0.613 1.455
H -1.263 1.878 -0.199

Verdict on stability: <A> comes out at the bottom.

<A>
24
Properties=species:S:1:pos:R:3 method="wB97M-V/def2-TZVPD" homo_ev=-8.175 smiles="CC1OC=CO1.Nn1cccc1"
C -2.495 1.063 -1.258
C -2.264 -0.271 -0.566
O -3.479 -1.013 -0.532
C -4.060 -0.658 0.667
C -3.114 -0.177 1.477
O -1.897 -0.145 0.783
H -3.085 1.704 -0.626
H -3.025 0.844 -2.194
H -1.554 1.582 -1.412
H -1.508 -0.852 -1.113
H -5.096 -0.917 0.858
H -3.096 0.133 2.518
N 3.574 -1.968 -0.215
N 3.095 -0.673 -0.004
C 3.788 0.451 0.351
C 2.867 1.487 0.431
C 1.589 0.927 0.154
C 1.771 -0.405 -0.082
H 3.977 -2.344 0.652
H 4.294 -1.952 -0.933
H 4.862 0.387 0.527
H 3.081 2.513 0.733
H 0.684 1.498 0.112
H 1.092 -1.213 -0.327

<B>
24
Properties=species:S:1:pos:R:3 method="wB97M-V/def2-TZVPD" homo_ev=-8.756
C -0.707 1.586 2.423
C -0.976 -0.989 -0.271
C -0.208 -0.494 -1.200
C -1.071 -0.423 1.068
C -0.551 0.977 1.167
C 0.961 0.953 0.735
C -2.209 -1.963 -0.470
C 2.167 0.827 -1.391
N -0.575 2.195 3.395
N 0.888 0.913 -0.667
O 0.057 -0.801 -2.430
O 1.560 -0.138 1.388
H -2.137 -0.494 1.474
H -0.601 -1.059 1.732
H -1.087 1.639 0.380
H 1.430 1.920 0.922
H -2.955 -1.342 -1.138
H -2.822 -2.228 0.363
H -2.132 -3.023 -0.983
H 2.949 1.501 -0.919
H 2.669 -0.224 -1.506
H 2.141 1.227 -2.399
H 0.859 -0.189 -2.605
H 2.352 -0.372 0.931

Verdict on stability: <B> comes out at the bottom.

<A>
10
Properties=species:S:1:pos:R:3 method="wB97M-V/def2-TZVPD" homo_ev=-7.859
C -0.966 -0.287 -0.168
C -0.491 0.950 -0.025
C 1.612 -0.250 0.223
N 1.065 -1.392 0.192
N -0.193 -1.432 -0.109
O -0.442 2.248 0.072
Br 3.323 0.256 -0.060
H -1.973 -0.647 -0.430
H -0.763 -2.280 -0.019
H -1.172 2.835 0.325

<B>
10
Properties=species:S:1:pos:R:3 method="wB97M-V/def2-TZVPD" homo_ev=-8.972 smiles="N=C=CBr.N=C=O"
N 0.350 -2.267 0.304
C 1.025 -1.307 0.034
C 1.697 -0.409 -0.565
Br 3.434 0.076 0.128
H -0.357 -2.240 1.047
H 1.350 0.057 -1.565
N -1.834 0.823 0.475
C -1.791 2.001 0.152
O -1.661 3.152 -0.002
H -2.213 0.113 -0.008

Verdict on stability: <A> comes out at the bottom.

<A>
9
Properties=species:S:1:pos:R:3 method="wB97M-V/def2-TZVPD" homo_ev=-8.681 smiles=C1CS1.Cl
C 0.574 0.215 -0.506
C 0.686 -0.751 0.613
S 2.246 -0.408 -0.229
H 0.416 1.261 -0.264
H 0.096 -0.117 -1.423
H 0.606 -0.370 1.627
H 0.284 -1.750 0.468
Cl -2.024 0.819 -0.597
H -2.883 1.102 0.310

<B>
9
Properties=species:S:1:pos:R:3 method="wB97M-V/def2-TZVPD" homo_ev="-9.924 / -9.775"
C 0.522 -0.542 0.449
C 0.303 0.598 -0.598
S -1.041 1.667 -0.087
Cl -2.839 -0.991 0.485
H -0.533 -0.624 0.916
H 0.903 -1.513 -0.101
H 1.254 -0.315 1.186
H 0.283 0.370 -1.705
H 1.148 1.351 -0.543

Verdict on stability: <B> comes out at the bottom.

<A>
8
Properties=species:S:1:pos:R:3 method="wB97M-V/def2-TZVPD" charge=-1 homo_ev=-2.693
C 0.802 -0.225 0.247
N 0.043 0.184 -0.897
O -1.289 1.295 -0.038
S -0.810 -1.073 -1.458
H 0.458 0.515 1.045
H 0.706 -1.304 0.570
H 1.928 -0.052 0.169
H -1.839 0.662 0.362

<B>
8
Properties=species:S:1:pos:R:3 method="wB97M-V/def2-TZVPD" charge=-1 homo_ev=-3.111
S 2.289 0.429 1.613
H 2.973 -0.170 0.628
C -1.193 -0.549 -0.615
N -0.728 0.532 0.057
O -1.863 -0.543 -1.629
H -0.933 -1.485 -0.082
H -0.714 1.359 -0.532
H 0.167 0.427 0.559

Verdict on stability: <A> comes out at the bottom.

<A>
34
Properties=species:S:1:pos:R:3 method="wB97M-V/def2-TZVPD" homo_ev=-7.679 smiles=Cc1c[nH]c2ccccc12.Cc1ccccc1
C 0.611 2.094 2.332
C 1.053 1.880 0.950
C 0.594 2.613 -0.168
N 0.591 1.791 -1.359
C 1.225 0.641 -1.033
C 1.838 -0.215 -1.906
C 2.731 -1.122 -1.351
C 3.045 -1.161 0.051
C 2.512 -0.246 0.876
C 1.591 0.667 0.411
H 0.215 3.062 2.566
H 1.496 2.113 3.007
H -0.130 1.224 2.583
H 0.332 3.668 -0.229
H -0.290 1.791 -1.929
H 1.856 -0.171 -2.962
H 3.288 -1.628 -2.060
H 3.806 -1.703 0.323
H 2.797 -0.449 1.941
C -0.548 -1.787 1.774
C -1.629 -1.282 0.781
C -1.315 -1.537 -0.531
C -2.173 -1.081 -1.595
C -3.378 -0.325 -1.278
C -3.663 -0.252 0.033
C -2.874 -0.690 1.146
H -0.880 -1.735 2.797
H 0.176 -1.035 2.080
H 0.029 -2.667 1.596
H -0.512 -2.134 -1.019
H -1.954 -1.457 -2.552
H -4.110 -0.202 -2.107
H -4.668 0.323 0.356
H -3.307 -0.725 2.181

<B>
34
Properties=species:S:1:pos:R:3 method="wB97M-V/def2-TZVPD" homo_ev=-7.774 smiles=Cc1c[nH]c2ccccc12.Cc1ccccc1
C 2.162 -3.188 -0.078
C 0.994 -3.370 -0.997
C 0.841 -4.486 -1.777
N -0.381 -4.468 -2.401
C -1.069 -3.354 -1.979
C -2.371 -2.964 -2.301
C -2.768 -1.741 -1.829
C -1.994 -1.077 -0.853
C -0.703 -1.431 -0.587
C -0.219 -2.638 -1.141
H 2.921 -2.528 -0.490
H 2.580 -4.157 0.193
H 1.848 -2.744 0.868
H 1.601 -5.231 -1.957
H -0.807 -5.252 -2.861
H -2.934 -3.626 -2.945
H -3.754 -1.361 -2.059
H -2.478 -0.216 -0.411
H -0.144 -0.839 0.124
C -1.648 3.949 2.624
C -0.206 4.020 2.217
C 0.309 5.146 1.577
C 1.651 5.199 1.225
C 2.497 4.111 1.381
C 1.981 2.949 1.943
C 0.649 2.922 2.321
H -1.965 4.882 3.089
H -1.878 3.107 3.268
H -2.257 3.838 1.719
H -0.292 6.036 1.452
H 1.992 6.081 0.691
H 3.515 4.155 1.023
H 2.566 2.046 2.074
H 0.149 2.009 2.630

Verdict on stability: <A> comes out at the bottom.